DFT (ωB97M-V/def2-TZVPD) results for a molecular structure, C27H24BrN4NiO6Se2Si.

Geometry as XYZ:
```
66
Properties=species:S:1:pos:R:3:forces:R:3:mulliken_charge:R:1
Ni -0.287 -0.830 0.570 0.90 1.07 0.11 1.89
O -0.062 -0.602 6.607 -0.31 0.09 -0.07 -0.58
C 1.100 -0.747 6.007 0.09 -0.05 0.01 0.31
O 2.107 -1.040 6.618 0.06 0.07 0.04 -0.66
C 1.144 -0.567 4.535 -0.08 -0.03 -0.37 0.25
C 2.316 -0.601 3.787 -0.37 0.00 0.42 -0.50
N 1.989 -0.506 2.501 0.15 -0.06 0.38 0.06
N 0.670 -0.416 2.351 -0.39 0.10 0.24 0.09
C 0.121 -0.433 3.563 0.47 0.14 0.06 -0.10
C -1.373 -0.252 3.694 0.04 -0.11 -0.34 0.73
O -1.857 -0.200 4.839 0.04 -0.01 0.62 -0.92
O -2.011 -0.162 2.626 -0.06 0.29 0.34 -0.51
H -0.824 -0.398 5.943 0.26 -0.08 0.00 0.46
H 3.328 -0.687 4.121 0.25 0.00 0.06 0.55
H 2.640 -0.420 1.688 -0.18 -0.04 0.00 0.06
Se -3.216 -1.601 -1.689 0.24 -0.06 -0.44 -0.14
Se -2.831 -0.721 0.434 -0.72 -0.12 -0.10 0.12
C -2.393 -2.356 1.345 -0.85 -0.33 0.24 0.92
C -3.354 -3.196 1.883 0.14 0.00 -0.09 -1.14
C -2.919 -4.272 2.639 0.12 -0.03 -0.02 -0.26
C -1.559 -4.443 2.843 -0.06 0.00 -0.03 -0.96
C -0.682 -3.534 2.273 0.19 -0.32 0.24 -0.33
N -1.091 -2.524 1.529 -0.19 -0.19 0.14 0.39
C -1.386 -2.100 -2.111 -0.27 0.00 0.09 0.03
C -0.957 -2.232 -3.427 -0.22 0.05 0.02 -0.90
C 0.309 -2.740 -3.656 -0.11 -0.15 0.19 -0.20
C 1.056 -3.188 -2.576 -0.06 -0.06 -0.03 -0.68
C 0.537 -3.026 -1.304 0.03 -0.14 -0.28 -0.19
N -0.631 -2.422 -1.070 -0.05 -0.23 -0.77 0.15
H -4.404 -2.989 1.728 0.04 -0.01 -0.02 0.47
H -3.626 -4.962 3.077 -0.07 -0.01 0.04 0.39
H -1.179 -5.256 3.442 0.03 -0.03 0.04 0.43
H 0.385 -3.610 2.429 0.11 0.00 0.02 0.47
H -1.600 -1.927 -4.237 -0.06 0.06 -0.13 0.42
H 0.690 -2.830 -4.663 0.03 0.05 -0.07 0.41
H 2.030 -3.629 -2.719 0.04 -0.07 0.04 0.43
H 1.059 -3.410 -0.438 0.11 0.24 0.04 0.32
Br 1.970 2.881 -5.762 0.02 -0.06 0.11 -0.22
C 2.162 1.878 -4.147 -0.03 0.09 -0.22 -0.21
C 1.098 1.118 -3.703 0.03 0.07 -0.19 -0.66
C 1.244 0.402 -2.532 0.13 -0.10 0.14 0.31
C 2.428 0.462 -1.805 -0.12 0.00 0.07 0.15
C 3.480 1.240 -2.270 -0.13 -0.11 0.13 -0.54
C 3.356 1.944 -3.452 0.02 0.14 -0.17 -0.40
C 2.509 -0.236 -0.472 0.24 0.10 0.02 -0.20
O 3.470 -0.011 0.286 0.11 0.13 -0.20 -0.95
O 1.572 -1.035 -0.186 0.22 -0.45 -0.08 -0.98
H 0.164 1.108 -4.245 -0.07 -0.02 -0.06 0.53
H 0.413 -0.169 -2.153 0.08 0.02 0.03 0.49
H 4.384 1.302 -1.684 0.09 -0.02 0.09 0.49
H 4.161 2.558 -3.823 0.10 0.06 -0.03 0.43
C 0.635 4.634 -1.813 -0.60 -0.22 0.21 -0.71
Si -0.983 3.851 -1.163 0.13 -0.15 -0.05 -0.21
C -2.229 3.663 -2.605 0.42 0.12 0.49 -0.99
C -1.754 5.018 0.144 0.26 -0.45 -0.41 -1.03
C -0.618 2.176 -0.481 -0.33 1.36 -0.34 -0.20
C -0.402 1.060 -0.044 0.03 -0.40 -0.16 0.11
H 0.480 5.653 -2.156 -0.09 0.21 -0.06 0.35
H 1.040 4.063 -2.643 0.03 -0.18 -0.16 0.04
H 1.394 4.654 -1.036 0.08 -0.03 0.20 0.30
H -2.539 4.624 -3.007 -0.01 0.22 -0.03 0.33
H -3.120 3.141 -2.268 -0.14 -0.10 0.13 0.30
H -1.805 3.088 -3.422 0.17 -0.14 -0.11 0.27
H -1.993 6.001 -0.258 0.02 0.10 -0.20 0.29
H -1.080 5.164 0.982 0.17 -0.05 0.13 0.32
H -2.672 4.593 0.537 -0.16 -0.14 0.06 0.29
```
Positions in Å, forces in eV/Å.

Results
Relative energy (zero: lowest compared OMol25 entry of this formula, charge and spin) ... 1.275 eV
Net charge ... -1
2S+1 ... 3
LUMO level (spin up / spin down) ... 0.074 / 0.073 Eh
<S²> ... 2.01
Maximum force ... 0.0280 Eh/bohr